Record 1
Entry from the Open Molecules 2025 dataset: one molecule with the formula C6H15N at a distorted geometry (ωB97M-V/def2-TZVPD).

Element x y z (Å)
1 H -0.981 0.035 2.372
2 H -1.928 0.719 -1.226
3 H -1.925 0.040 0.370
4 H -1.359 1.617 0.284
5 C 0.070 -0.988 -1.182
6 C 1.099 1.403 1.468
7 H 1.460 -0.638 0.789
8 H 0.875 -0.275 -3.163
9 H 0.287 -0.738 3.002
10 C -0.061 -0.647 -2.760
11 H 2.049 1.238 1.990
12 C 0.617 0.034 0.958
13 H 0.921 -1.647 -1.034
14 H 0.459 1.844 2.231
15 H -0.811 -1.712 -1.008
16 H -0.650 -1.562 1.543
17 H -0.724 0.228 -2.855
18 C -0.211 -0.689 2.046
19 N 0.022 0.186 -0.368
20 H -0.590 -1.526 -3.136
21 H 1.327 2.112 0.668
22 C -1.340 0.714 -0.292

HOMO level: -8.3 eV
SMILES: CCN(C)C(C)C
2S+1: 1
Frontier orbital gap: 0.3436 Ha
Relative energy (zero: lowest compared OMol25 entry of this formula, charge and spin): 1.629 eV

---

Record 2
Entry from the Open Molecules 2025 dataset: C6H15N as an isolated structure at a distorted geometry (ωB97M-V/def2-TZVPD).

Element x y z (Å)
1 C 0.257 -1.195 -1.426
2 C 0.644 -2.379 -0.969
3 H -0.278 -0.750 1.776
4 H -2.738 1.261 1.829
5 H -2.368 0.310 0.394
6 H 0.379 -0.207 -3.319
7 C -0.852 1.762 0.906
8 H 1.828 -0.775 0.792
9 H 2.401 0.431 1.865
10 H 1.241 0.607 -2.029
11 C -2.292 1.307 0.832
12 C 0.998 -0.377 -2.435
13 H 0.069 -2.919 -0.229
14 C 0.439 -0.004 2.132
15 H -0.748 2.788 1.264
16 H 1.562 -2.848 -1.306
17 H -2.909 1.981 0.228
18 N 1.644 -0.179 1.596
19 H 1.920 -0.866 -2.749
20 H -0.302 1.640 -0.025
21 H -0.658 -0.755 -1.050
22 H -0.236 1.165 1.923

HOMO level: -7.3 eV
2S+1: 1
Frontier orbital gap: 0.3061 Ha
Relative energy (zero: lowest compared OMol25 entry of this formula, charge and spin): 4.415 eV

---

Record 3
Entry from the Open Molecules 2025 dataset: a 2-piece molecular cluster, C6H15N overall at a distorted geometry (ωB97M-V/def2-TZVPD).

Element x y z (Å)
1 H 2.150 0.349 -3.205
2 C 0.267 -0.322 -2.316
3 C 0.815 1.303 1.217
4 H -0.721 1.132 3.438
5 C 1.483 0.601 -2.377
6 H 1.176 1.640 -2.504
7 H -2.548 -1.166 0.915
8 H -1.267 -2.258 1.507
9 H -0.381 -0.216 -1.215
10 C -1.007 0.438 2.666
11 H 0.639 1.869 0.303
12 H 0.980 1.995 2.038
13 H -1.746 -0.292 2.949
14 C -1.569 -1.590 0.694
15 H 1.727 0.718 1.083
16 H 2.066 0.541 -1.457
17 H 0.276 -0.898 0.079
18 N -0.607 -0.521 0.474
19 H -1.633 -2.173 -0.225
20 H 0.593 -1.364 -2.346
21 C -0.361 0.413 1.504
22 H -0.331 -0.199 -3.222

HOMO level: -8.2 eV
SMILES: C=C(C)NC.CC
2S+1: 1
Frontier orbital gap: 0.3386 Ha
Relative energy (zero: lowest compared OMol25 entry of this formula, charge and spin): 1.951 eV

---

Record 4
Entry from the Open Molecules 2025 dataset: one molecule with the formula C6H15N at a distorted geometry (ωB97M-V/def2-TZVPD).

Element x y z (Å)
1 H -0.484 -0.397 -1.165
2 H 3.325 0.770 0.654
3 C -2.593 -1.286 0.087
4 H -2.440 1.560 -0.533
5 N -1.375 -0.647 0.703
6 H 3.860 0.174 -0.965
7 C -1.269 1.696 -0.450
8 H -3.587 -0.684 0.313
9 H 1.555 -1.647 -0.094
10 H -1.131 2.192 -1.439
11 C 0.815 0.602 0.236
12 H 3.893 -0.996 0.379
13 H -2.468 -1.340 -0.974
14 H -2.902 -2.184 0.600
15 C 3.307 -0.155 0.022
16 C 1.831 -0.546 -0.221
17 H 1.570 -0.562 -1.299
18 H -1.585 0.046 1.578
19 C -0.583 0.245 -0.263
20 H 0.995 0.434 1.280
21 H 1.101 1.586 -0.251
22 H -1.115 2.241 0.528

HOMO level: -8.6 eV
SMILES: CCC[C@H](C)NC
2S+1: 1
Frontier orbital gap: 0.3576 Ha
Relative energy (zero: lowest compared OMol25 entry of this formula, charge and spin): 2.880 eV